# 1
Density functional theory data (ωB97M-V/def2-TZVPD) for a cluster of 2 separate species, C6H12O in total in a non-equilibrium geometry.

XYZ file:
```
19
Properties=species:S:1:pos:R:3:lowdin_charge:R:1
C 2.464 -2.128 -0.043 -0.119
C 1.427 -1.135 0.561 -0.162
C 0.762 -0.149 -0.112 -0.158
C -0.369 0.572 0.436 -0.131
C -0.646 1.909 0.266 -0.145
C -1.522 2.745 1.173 -0.112
H 1.906 -3.094 -0.196 0.083
H 2.905 -1.920 -0.977 0.035
H 3.382 -2.249 0.596 0.075
H 1.517 -1.018 1.750 0.137
H 1.158 -0.186 -1.142 0.113
H -0.731 0.141 1.342 0.089
H -0.713 2.223 -0.750 0.082
H -2.126 2.048 1.704 0.052
H -2.117 3.461 0.530 0.086
H -0.989 3.382 1.910 0.079
O -1.707 -1.607 -2.378 -0.093
H -2.467 -2.201 -2.620 0.056
H -2.136 -0.793 -2.049 0.033
```

Output
- E_LUMO: 0.8 eV
- Structure (SMILES): C/C=C/C=C/C.O
- Strongest force on any atom: 3.5 eV Å⁻¹
- HOMO-LUMO gap: 8.862 eV
- Multiplicity: 1
- ΔE to the lowest compared entry with this formula, charge and spin: 71.5 kcal/mol



# 2
Density functional theory data (ωB97M-V/def2-TZVPD) for the molecule C6H12O.

XYZ file:
```
19
Properties=species:S:1:pos:R:3:lowdin_charge:R:1
C 0.832 1.299 -1.771 -0.003
C 1.701 1.063 -0.791 -0.181
C 1.376 0.746 0.649 -0.206
C -0.096 0.441 0.928 -0.175
C -0.524 -0.906 0.340 -0.459
C -2.003 -0.974 -0.032 -0.051
O -0.198 -1.888 1.320 -0.045
H -0.245 1.267 -1.620 0.050
H 1.165 1.544 -2.776 0.052
H 2.766 1.108 -1.024 0.095
H 1.707 1.591 1.269 0.114
H 1.981 -0.113 0.970 0.117
H -0.727 1.251 0.542 0.110
H -0.268 0.400 2.009 0.122
H 0.068 -1.086 -0.571 0.132
H -2.205 -1.849 -0.661 0.077
H -2.310 -0.087 -0.597 0.074
H -2.622 -1.049 0.867 0.086
H -0.399 -2.756 0.949 0.092
```

Output
- E_LUMO: 1.0 eV
- Structure (SMILES): C=CCC[C@H](C)O
- Strongest force on any atom: 0.4 eV Å⁻¹
- HOMO-LUMO gap: 10.564 eV
- Multiplicity: 1
- ΔE to the lowest compared entry with this formula, charge and spin: 22.2 kcal/mol



# 3
Density functional theory data (ωB97M-V/def2-TZVPD) for a structure of composition C6H12O.

XYZ file:
```
19
Properties=species:S:1:pos:R:3:lowdin_charge:R:1
C 1.681 -1.037 0.082 -0.067
C 0.172 -0.795 0.058 -0.398
C -0.609 -1.973 0.641 -0.068
C -0.179 0.459 0.827 -0.408
O 0.257 1.703 0.283 -0.139
C -1.377 1.252 0.543 0.046
C -0.674 2.183 -1.094 -0.021
H 1.952 -1.906 -0.526 0.079
H 2.223 -0.167 -0.303 0.079
H 2.028 -1.225 1.106 0.083
H -0.151 -0.646 -0.981 0.133
H -0.330 -2.144 1.690 0.083
H -0.403 -2.895 0.087 0.080
H -1.688 -1.782 0.602 0.081
H 0.161 0.443 1.868 0.159
H -1.634 1.881 1.407 0.070
H -0.837 1.355 -1.776 0.068
H 0.187 2.787 -1.405 0.079
H -1.554 2.824 -1.048 0.061
```

Output
- E_LUMO: 1.0 eV
- Strongest force on any atom: 0.5 eV Å⁻¹
- HOMO-LUMO gap: 8.976 eV
- Multiplicity: 1
- ΔE to the lowest compared entry with this formula, charge and spin: 138.5 kcal/mol



# 4
Density functional theory data (ωB97M-V/def2-TZVPD) for a cluster of 2 separate species, C6H12O in total.

XYZ file:
```
19
Properties=species:S:1:pos:R:3:lowdin_charge:R:1
C -1.932 -2.035 -0.053 -0.098
C -0.519 -1.818 -0.488 -0.131
C 0.335 -0.950 0.051 -0.425
C 1.754 -0.791 -0.405 -0.038
O -0.037 -0.197 1.133 0.008
H -2.601 -2.001 -0.922 0.069
H -2.272 -1.292 0.673 0.070
H -2.016 -3.027 0.406 0.073
H -0.140 -2.479 -1.262 0.102
H 1.971 0.246 -0.697 0.068
H 1.959 -1.432 -1.266 0.082
H 2.436 -1.060 0.410 0.087
H 0.528 0.587 1.176 0.062
C 0.320 2.561 -0.365 -0.086
C -0.192 2.895 0.816 -0.075
H 1.260 2.980 -0.715 0.056
H -0.187 1.865 -1.032 0.062
H 0.326 3.575 1.488 0.054
H -1.147 2.502 1.157 0.060
```

Output
- E_LUMO: 1.0 eV
- Structure (SMILES): C/C=C(/C)O.C=C
- Strongest force on any atom: 0.4 eV Å⁻¹
- HOMO-LUMO gap: 9.295 eV
- Multiplicity: 1
- ΔE to the lowest compared entry with this formula, charge and spin: 38.3 kcal/mol